DFT (the ωB97M-V functional and the def2-TZVPD basis) results for a structure of composition C53H69N2O4RbS.

As for the net charge: -2. Its energy above the lowest of the compared OMol25 structures with the same formula, charge and spin is 0.0 kcal per mole. As for the HOMO energy: -1.635 eV. The HOMO-LUMO gap is 5.395 eV.

Cartesian coordinates (Å):
Rb 1.78 0.54 -2.78
C 1.04 4.54 -1.92
O 0.89 3.25 -1.35
C 0.36 3.30 -0.08
C 1.22 3.34 1.03
C 2.72 3.11 0.93
C 3.04 1.68 1.36
C 3.06 1.31 2.70
C 3.17 -0.02 3.11
C 3.24 -0.98 2.10
C 3.24 -0.65 0.75
C 3.29 -1.73 -0.31
C 2.02 -2.48 -0.69
C 2.10 -3.86 -0.88
C 1.07 -4.59 -1.46
C -0.04 -3.88 -1.91
C -0.18 -2.51 -1.73
C -1.32 -1.79 -2.44
C -2.09 -0.76 -1.65
C -3.05 -1.14 -0.72
C -3.73 -0.22 0.08
C -3.38 1.12 -0.10
C -2.42 1.54 -1.01
C -1.98 3.00 -1.07
C -1.02 3.29 0.08
C -1.54 3.43 1.37
C -0.73 3.54 2.49
C 0.64 3.48 2.29
C -1.29 3.62 3.91
C -0.97 2.31 4.63
C -2.81 3.82 3.92
C -0.65 4.79 4.67
C -1.77 0.61 -1.87
O -0.94 0.99 -2.78
C -4.75 -0.61 1.15
C -4.23 -0.21 2.54
C -6.09 0.11 0.90
C -5.02 -2.12 1.15
C 0.82 -1.83 -1.03
O 0.64 -0.51 -0.69
C 0.10 -0.34 0.64
C 1.15 -6.11 -1.67
C 1.12 -6.43 -3.17
C 2.43 -6.70 -1.08
C -0.05 -6.78 -0.98
C 3.23 0.72 0.32
O 3.37 1.05 -0.90
C 3.19 -0.44 4.59
C 1.95 -1.29 4.90
C 4.45 -1.26 4.90
C 3.17 0.77 5.53
H 1.80 5.12 -1.39
H 0.09 5.09 -1.89
H 1.34 4.41 -2.96
H 3.23 3.83 1.58
H 3.07 3.24 -0.09
H 2.97 2.10 3.44
H 3.27 -2.03 2.36
H 4.04 -2.46 -0.03
H 3.63 -1.24 -1.23
H 3.02 -4.34 -0.60
H -0.83 -4.40 -2.45
H -2.01 -2.56 -2.81
H -0.89 -1.30 -3.31
H -3.23 -2.21 -0.61
H -3.86 1.87 0.52
H -2.84 3.66 -0.98
H -1.49 3.17 -2.02
H -2.62 3.43 1.47
H 1.31 3.51 3.14
H -1.43 1.46 4.12
H -1.33 2.33 5.67
H 0.11 2.12 4.65
H -3.33 2.96 3.48
H -3.09 4.72 3.36
H -3.15 3.93 4.95
H 0.43 4.66 4.78
H -1.08 4.87 5.68
H -0.83 5.73 4.14
H -4.05 0.86 2.59
H -3.28 -0.72 2.74
H -4.95 -0.48 3.32
H -5.96 1.20 0.91
H -6.83 -0.16 1.66
H -6.49 -0.16 -0.08
H -4.12 -2.68 1.41
H -5.38 -2.46 0.18
H -5.80 -2.35 1.90
H -0.89 -0.78 0.70
H 0.04 0.73 0.82
H 0.77 -0.79 1.38
H 1.94 -5.92 -3.68
H 0.19 -6.09 -3.63
H 1.21 -7.51 -3.33
H 3.32 -6.30 -1.57
H 2.42 -7.79 -1.21
H 2.51 -6.49 -0.01
H -1.00 -6.41 -1.37
H -0.03 -6.58 0.10
H -0.02 -7.87 -1.13
H 1.93 -2.19 4.27
H 1.03 -0.72 4.70
H 1.94 -1.61 5.95
H 4.50 -2.16 4.28
H 4.46 -1.57 5.95
H 5.35 -0.67 4.70
H 2.26 1.35 5.41
H 4.03 1.43 5.34
H 3.23 0.42 6.57
C 3.64 0.08 -5.30
C 3.70 -1.18 -4.65
C 2.45 -1.82 -4.83
C 1.62 -0.96 -5.58
C 2.35 0.21 -5.87
H 4.45 0.79 -5.39
H 4.56 -1.59 -4.15
H 2.20 -2.81 -4.47
H 0.61 -1.19 -5.92
H 2.02 1.04 -6.48
C -3.56 2.66 -4.58
N -2.56 3.53 -5.17
C -1.40 3.12 -5.75
N -0.97 1.89 -5.45
S -0.61 4.16 -6.84
H -4.24 3.26 -3.98
H -3.10 1.93 -3.92
H -4.13 2.12 -5.34
H -2.85 4.42 -5.51
H -1.15 1.45 -4.52
H -0.07 1.66 -5.83

---

DFT (the ωB97M-V functional and the def2-TZVPD basis) results for a cluster of 8 separate species, C53H76N11O2P in total.

As for the HOMO energy: -7.882 eV. Its structure (SMILES) is CCCCCCCCCCCc1c(CCCN)cc([PH2]=N)c2nc(CCOC=O)cnc12.c1cc[nH]c1.c1cc[nH]c1.c1cc[nH]c1.c1cc[nH]c1.c1cc[nH]c1.c1cc[nH]c1.c1cc[nH]c1. The HOMO-LUMO gap is 6.539 eV.

Cartesian coordinates (Å):
C 1.19 -1.93 0.45
C -0.43 -2.00 0.13
C -1.27 -2.52 1.46
C -2.60 -1.52 1.55
C -3.80 -2.03 0.55
C -4.24 -0.95 -0.60
C -5.84 -0.49 -0.48
C -6.25 0.08 1.00
C -6.04 1.70 1.09
C -4.46 1.98 1.55
C -3.95 3.44 0.99
C -2.71 3.36 -0.10
C -3.03 3.24 -1.71
C -4.55 3.15 -2.34
C -5.38 4.56 -2.32
C -6.94 4.18 -2.81
N -6.96 3.47 -4.15
C -1.77 3.20 -2.79
C -0.26 3.30 -2.17
P 1.22 3.32 -3.43
N 2.24 4.53 -2.97
C 0.09 3.38 -0.54
N 1.55 3.41 -0.17
C 1.67 3.43 1.33
C 3.21 3.47 1.95
C 4.14 2.32 1.16
O 4.55 2.77 -0.18
C 5.09 1.67 -0.99
O 4.54 0.43 -1.06
C 0.44 3.46 2.40
N -1.01 3.47 1.99
C -1.17 3.40 0.49
H 1.72 -2.58 -0.37
H 1.53 -0.79 0.43
H 1.34 -2.34 1.55
H -0.73 -0.90 -0.20
H -0.70 -2.69 -0.79
H -0.65 -2.29 2.45
H -1.57 -3.66 1.39
H -3.06 -1.50 2.65
H -2.20 -0.44 1.34
H -4.74 -2.27 1.21
H -3.38 -2.98 -0.02
H -3.53 0.01 -0.63
H -4.17 -1.49 -1.65
H -6.51 -1.43 -0.78
H -6.12 0.35 -1.26
H -7.40 -0.13 1.21
H -5.66 -0.41 1.89
H -6.25 2.28 0.10
H -6.75 2.18 1.92
H -3.76 1.09 1.26
H -4.50 2.03 2.74
H -3.59 4.06 1.95
H -4.90 4.01 0.57
H -5.12 2.29 -1.77
H -4.42 2.77 -3.47
H -4.85 5.32 -3.02
H -5.48 5.06 -1.26
H -7.44 3.49 -1.98
H -7.61 5.14 -2.89
H -6.67 2.46 -4.06
H -7.96 3.42 -4.48
H -2.02 3.14 -3.95
H 0.79 3.67 -4.77
H 1.96 2.08 -3.44
H 2.30 5.25 -3.74
H 3.14 3.09 3.06
H 3.70 4.54 1.86
H 5.13 2.07 1.78
H 3.49 1.33 1.16
H 6.04 1.83 -1.69
H 0.69 3.48 3.55
N 7.03 0.63 -5.54
C 7.23 0.64 -4.18
C 8.57 0.81 -3.95
C 9.21 0.90 -5.21
C 8.23 0.79 -6.17
H 6.14 0.52 -6.00
H 6.39 0.54 -3.50
H 9.04 0.86 -2.98
H 10.27 1.03 -5.39
H 8.29 0.81 -7.25
N 6.74 -2.17 -8.15
C 7.95 -2.11 -8.79
C 8.07 -3.23 -9.59
C 6.88 -3.98 -9.43
C 6.08 -3.31 -8.54
H 6.39 -1.48 -7.49
H 8.63 -1.28 -8.62
H 8.91 -3.47 -10.22
H 6.64 -4.92 -9.92
H 5.10 -3.53 -8.15
N -9.77 -3.49 2.38
C -9.57 -3.48 3.74
C -8.23 -3.32 3.97
C -7.59 -3.22 2.71
C -8.57 -3.33 1.74
H -10.66 -3.61 1.92
H -10.41 -3.59 4.42
H -7.76 -3.27 4.94
H -6.53 -3.09 2.52
H -8.51 -3.31 0.66
N -8.30 -5.30 7.00
C -7.78 -4.50 7.98
C -6.94 -5.27 8.76
C -6.95 -6.58 8.22
C -7.80 -6.57 7.13
H -8.96 -5.01 6.28
H -8.06 -3.46 8.04
H -6.38 -4.92 9.61
H -6.40 -7.43 8.59
H -8.08 -7.36 6.45
N 6.39 3.77 4.18
C 5.93 4.69 5.08
C 6.30 4.28 6.34
C 7.01 3.06 6.19
C 7.06 2.77 4.85
H 6.26 3.81 3.18
H 5.38 5.56 4.75
H 6.08 4.79 7.27
H 7.45 2.47 6.98
H 7.50 1.95 4.31
N -4.06 -4.20 11.27
C -3.19 -4.95 10.52
C -2.11 -4.15 10.19
C -2.34 -2.88 10.77
C -3.55 -2.94 11.43
H -4.94 -4.53 11.64
H -3.41 -5.98 10.28
H -1.26 -4.45 9.60
H -1.70 -2.01 10.71
H -4.09 -2.19 12.00
N 12.52 0.53 -9.88
C 12.94 0.28 -11.16
C 11.97 -0.46 -11.79
C 10.92 -0.66 -10.86
C 11.29 -0.04 -9.69
H 13.04 1.05 -9.18
H 13.90 0.65 -11.51
H 12.01 -0.82 -12.81
H 10.00 -1.20 -11.03
H 10.77 0.05 -8.74

---

DFT (the ωB97M-V functional and the def2-TZVPD basis) results for a cluster of 11 separate species, C53H81ClN2O24S in total.

As for the HOMO energy: -8.719 eV. Its structure (SMILES) is CC[C@H](Cl)OC(=O)OCCCCCCCSc1nnco1.O=C1CCCO1.O=C1CCCO1.O=C1CCCO1.O=C1CCCO1.O=C1CCCO1.O=C1CCCO1.O=C1CCCO1.O=C1CCCO1.O=C1CCCO1.O=C1CCCO1. The HOMO-LUMO gap is 9.113 eV.

Cartesian coordinates (Å):
C 4.38 -0.75 2.06
C 4.97 -0.21 0.70
C 4.02 -0.55 -0.52
Cl 4.72 0.34 -1.96
O 2.75 0.00 -0.19
C 1.74 -0.59 -0.89
O 1.83 -1.55 -1.60
O 0.51 -0.02 -0.69
C -0.06 0.50 -1.90
C -1.62 0.27 -1.98
C -2.09 -1.11 -1.38
C -3.21 -1.01 -0.27
C -2.55 -1.25 1.15
C -2.73 -0.09 2.19
C -2.66 1.36 1.59
S -1.63 2.52 2.61
C -0.30 3.03 1.53
N 0.82 3.56 1.99
N 1.64 3.81 0.94
C 0.98 3.42 -0.14
O -0.26 2.93 0.17
H 4.48 0.01 2.86
H 4.92 -1.68 2.32
H 3.30 -1.02 2.00
H 5.96 -0.70 0.52
H 5.17 0.89 0.70
H 4.05 -1.65 -0.63
H 0.36 0.06 -2.84
H 0.11 1.60 -1.99
H -1.84 0.24 -3.08
H -2.18 1.15 -1.59
H -1.25 -1.75 -1.00
H -2.54 -1.70 -2.22
H -3.90 -1.87 -0.45
H -3.84 -0.09 -0.34
H -3.03 -2.17 1.58
H -1.46 -1.48 1.10
H -3.64 -0.23 2.82
H -1.87 -0.18 2.92
H -3.70 1.77 1.63
H -2.26 1.37 0.55
H 1.44 3.49 -1.14
O -5.24 3.98 4.03
C -4.95 5.07 3.63
O -5.67 5.75 2.70
C -5.00 6.97 2.36
C -4.10 7.27 3.55
C -3.74 5.88 4.04
H -4.44 6.82 1.44
H -5.74 7.76 2.20
H -3.24 7.89 3.29
H -4.67 7.80 4.32
H -2.86 5.48 3.52
H -3.59 5.86 5.11
O -6.18 -3.78 0.47
C -5.57 -4.61 -0.14
O -4.24 -4.50 -0.42
C -3.84 -5.60 -1.26
C -4.87 -6.68 -1.02
C -6.13 -5.88 -0.74
H -3.83 -5.26 -2.30
H -2.84 -5.92 -0.98
H -4.97 -7.38 -1.85
H -4.60 -7.26 -0.13
H -6.67 -5.63 -1.65
H -6.78 -6.38 -0.03
O 4.65 -1.41 4.79
C 3.67 -1.92 5.24
O 2.70 -2.50 4.48
C 1.61 -2.90 5.32
C 2.20 -3.03 6.71
C 3.28 -1.97 6.70
H 0.83 -2.14 5.27
H 1.20 -3.85 4.96
H 1.46 -2.91 7.50
H 2.66 -4.02 6.83
H 2.90 -0.99 7.00
H 4.13 -2.25 7.32
O 0.46 2.60 -4.36
C 0.72 3.70 -4.77
O -0.02 4.35 -5.70
C 0.62 5.58 -6.05
C 1.52 5.92 -4.87
C 1.92 4.54 -4.37
H 1.19 5.44 -6.98
H -0.14 6.35 -6.22
H 2.36 6.55 -5.14
H 0.94 6.43 -4.10
H 2.80 4.16 -4.89
H 2.06 4.53 -3.30
O -9.28 -7.65 -0.44
C -9.49 -7.12 0.61
O -8.62 -6.25 1.20
C -9.13 -5.88 2.49
C -10.62 -6.13 2.43
C -10.70 -7.32 1.48
H -8.63 -6.49 3.25
H -8.90 -4.83 2.68
H -11.07 -6.32 3.41
H -11.13 -5.28 1.98
H -10.60 -8.27 2.01
H -11.62 -7.31 0.89
O 6.79 7.15 1.36
C 5.83 6.71 1.91
O 4.78 6.15 1.26
C 3.74 5.82 2.20
C 4.45 5.70 3.54
C 5.57 6.72 3.40
H 2.99 6.61 2.19
H 3.26 4.88 1.90
H 3.79 5.89 4.39
H 4.87 4.70 3.65
H 5.26 7.72 3.70
H 6.46 6.41 3.95
O 2.33 -7.10 -2.52
C 2.90 -6.07 -2.78
O 4.20 -6.01 -3.16
C 4.60 -4.64 -3.29
C 3.31 -3.87 -3.51
C 2.31 -4.68 -2.70
H 5.12 -4.34 -2.38
H 5.28 -4.53 -4.13
H 3.37 -2.82 -3.20
H 3.03 -3.89 -4.56
H 2.27 -4.37 -1.66
H 1.32 -4.65 -3.14
O 6.60 -2.79 -5.20
C 6.87 -3.61 -6.04
O 7.41 -4.82 -5.76
C 7.71 -5.51 -6.99
C 6.82 -4.86 -8.04
C 6.72 -3.43 -7.53
H 8.77 -5.37 -7.21
H 7.50 -6.57 -6.88
H 7.22 -4.94 -9.05
H 5.83 -5.33 -8.02
H 7.53 -2.81 -7.90
H 5.76 -2.98 -7.77
O -3.43 4.21 6.86
C -4.47 4.55 7.34
O -4.69 5.78 7.88
C -6.00 5.82 8.46
C -6.78 4.73 7.76
C -5.71 3.70 7.47
H -5.91 5.65 9.54
H -6.43 6.81 8.30
H -7.62 4.35 8.35
H -7.19 5.11 6.82
H -5.58 3.01 8.31
H -5.91 3.15 6.55
O 6.22 -0.35 -8.44
C 5.99 0.20 -7.40
O 6.82 1.10 -6.81
C 6.28 1.47 -5.53
C 4.80 1.17 -5.61
C 4.77 -0.03 -6.54
H 6.78 0.88 -4.76
H 6.47 2.53 -5.34
H 4.34 0.98 -4.64
H 4.27 2.01 -6.08
H 4.89 -0.97 -6.00
H 3.86 -0.05 -7.15

---

- Which of these has the highest HOMO?
  C53H69N2O4RbS